Model 1:
2 unconnected molecules or ions with the total composition C5H11N3O. Source: the Open Molecules 2025 dataset; level of theory: the ωB97M-V functional and the def2-TZVPD basis.

Results
**HOMO**: -9.31 eV
**Kohn-Sham gap**: 0.3752 Ha

XYZ file:
```
20
Properties=species:S:1:pos:R:3:lowdin_charge:R:1
H -0.02363 -1.19824 -0.93120 0.042
N 0.64773 -0.58167 -1.39211 0.083
C 0.32072 0.63663 -1.37609 -0.198
C -1.04000 1.23446 -1.06558 -0.327
C -1.96519 0.54520 -0.40249 0.070
C -1.33513 2.54479 -1.73631 -0.081
H 1.02106 1.34236 -1.82042 0.104
H -1.75623 -0.40821 0.05634 0.041
H -2.96232 0.92880 -0.25297 0.064
H -1.17333 2.47301 -2.81255 0.080
H -0.66838 3.32308 -1.36199 0.078
H -2.36578 2.85147 -1.57128 0.074
N 1.94898 -1.02657 1.03584 0.145
C 0.91566 -1.70146 1.63867 -0.658
N 1.25251 -2.35483 2.80139 0.141
O -0.21531 -1.74641 1.19767 0.012
H 1.92065 -0.82245 0.04045 0.048
H 2.89347 -1.23222 1.31769 0.091
H 0.48018 -2.68859 3.35364 0.101
H 2.10435 -2.11916 3.28130 0.090
```

Model 2:
2 unconnected molecules or ions with the total composition C5H11N3O. Source: the Open Molecules 2025 dataset; level of theory: the ωB97M-V functional and the def2-TZVPD basis.

Results
**HOMO**: -8.78 eV
**Kohn-Sham gap**: 0.3498 Ha

XYZ file:
```
20
Properties=species:S:1:pos:R:3:lowdin_charge:R:1
C -0.28369 1.90512 -1.84575 -0.059
C -0.42660 0.48665 -1.29839 -0.384
N -1.77668 0.26997 -0.87171 0.028
C 0.71569 0.24897 -0.21200 -0.541
N 0.66607 1.02599 0.89629 0.169
O 1.70109 -0.40187 -0.49584 0.026
H 0.72504 2.06855 -2.20748 0.082
H -0.98225 2.05549 -2.66043 0.077
H -0.50712 2.63386 -1.06895 0.071
H -0.20118 -0.23108 -2.09465 0.139
H -2.04915 0.93960 -0.15578 0.068
H -1.91088 -0.65002 -0.46760 0.029
H 1.42416 0.98063 1.55856 0.114
H -0.19316 1.48019 1.15589 0.100
C 0.95421 -2.33895 1.68203 -0.059
C -0.31992 -1.72453 1.43342 -0.275
N -1.37613 -1.26697 1.42378 0.157
H 1.45711 -1.83110 2.50576 0.094
H 0.80761 -3.39445 1.93265 0.093
H 1.57579 -2.25602 0.79019 0.071
```

Model 3:
2 unconnected molecules or ions with the total composition C5H11N3O. Source: the Open Molecules 2025 dataset; level of theory: the ωB97M-V functional and the def2-TZVPD basis.

Results
**HOMO**: -8.79 eV
**Kohn-Sham gap**: 0.3506 Ha

XYZ file:
```
20
Properties=species:S:1:pos:R:3:lowdin_charge:R:1
C -2.18683 0.05409 -1.06933 -0.008
N -0.96034 -0.15960 -0.96054 0.031
C 0.10993 0.75240 -1.29353 -0.539
C 1.12608 0.10893 -2.20155 -0.016
O 0.02730 1.94556 -1.09930 0.068
H -2.60055 0.87540 -1.65414 0.084
H -2.88966 -0.64901 -0.62937 0.069
H 1.30116 0.73898 -3.07312 0.083
H 2.05074 0.03505 -1.62633 0.079
H 0.83470 -0.89357 -2.50888 0.074
C 0.74325 1.06061 1.76990 -0.150
N 1.09265 -0.00264 0.85725 -0.063
C 0.50401 -1.14214 0.95297 -0.329
N -0.34644 -1.55657 1.94258 0.109
H 1.09273 0.83939 2.78299 0.078
H 1.23165 1.96855 1.41455 0.071
H -0.33902 1.24622 1.79838 0.074
H 0.90543 -1.94899 0.35028 0.118
H -0.86493 -0.84260 2.43417 0.080
H -0.83186 -2.43006 1.81304 0.087
```

Stability order, top to bottom: model 2, model 1, model 3

Model 1:
2 unconnected molecules or ions with the total composition C9H14O. Source: the Open Molecules 2025 dataset; level of theory: the ωB97M-V functional and the def2-TZVPD basis.

Results
**HOMO**: -8.23 eV
**Kohn-Sham gap**: 0.3357 Ha

XYZ file:
```
24
Properties=species:S:1:pos:R:3:lowdin_charge:R:1
C 0.67336 0.87528 -1.93720 -0.043
C 0.69176 -0.42939 -1.14579 -0.277
C 0.49690 -1.61061 -1.86096 -0.062
C -0.09859 -2.70978 -1.28793 -0.027
C -0.29119 -2.74610 0.09227 -0.334
O -0.85280 -3.83340 0.68996 0.050
C 0.14917 -1.68315 0.84404 -0.022
C 0.68349 -0.53885 0.24806 -0.042
H 1.39686 0.77418 -2.72996 0.079
H 1.03925 1.64347 -1.26321 0.043
H -0.39222 1.09328 -2.00854 0.095
H 0.72712 -1.58171 -2.92521 0.115
H -0.55007 -3.47051 -1.91468 0.113
H -1.30339 -4.40021 0.06163 0.100
H 0.33014 -1.78691 1.90307 0.116
H 1.03654 0.23720 0.91502 0.097
C -0.57481 2.73030 0.79306 -0.157
C -0.35725 2.30919 2.21816 -0.183
H -1.59279 2.48937 0.51894 0.072
H -0.50065 3.81759 0.70635 0.069
H 0.14524 2.42287 0.04904 0.018
H -0.35423 1.21768 2.39831 0.051
H -1.10080 2.60308 2.96252 0.065
H 0.59900 2.57713 2.67305 0.065
```

Model 2:
2 unconnected molecules or ions with the total composition C9H14O. Source: the Open Molecules 2025 dataset; level of theory: the ωB97M-V functional and the def2-TZVPD basis.

Results
**HOMO**: -8.43 eV
**Kohn-Sham gap**: 0.3422 Ha

XYZ file:
```
24
Properties=species:S:1:pos:R:3:lowdin_charge:R:1
C 1.84295 1.82170 2.23045 -0.054
C 1.08383 0.68285 1.56694 -0.284
C -0.28804 0.54243 1.67385 -0.057
C -0.93505 -0.58401 1.17313 -0.035
C -0.20274 -1.57072 0.54427 -0.341
O -0.76099 -2.58143 -0.18560 0.033
C 1.19247 -1.50280 0.55112 -0.015
C 1.82657 -0.37932 1.03594 -0.045
H 1.15752 2.41379 2.84062 0.070
H 2.25477 2.51950 1.49932 0.077
H 2.61380 1.39964 2.87029 0.076
H -0.83408 1.29397 2.22884 0.110
H -2.00415 -0.67039 1.33948 0.115
H -1.70515 -2.61765 0.00041 0.105
H 1.70347 -2.33027 0.07143 0.119
H 2.90930 -0.36225 1.04625 0.114
C -1.23701 0.99948 -2.38829 -0.157
C -1.19657 -0.47934 -2.75179 -0.171
H -0.76360 1.62370 -3.14572 0.060
H -2.27831 1.33112 -2.35160 0.063
H -0.78134 1.14281 -1.40956 0.049
H -1.71400 -0.71240 -3.68414 0.063
H -0.19029 -0.90066 -2.76581 0.066
H -1.69335 -1.07972 -1.98985 0.040
```

Model 3:
2 unconnected molecules or ions with the total composition C9H14O. Source: the Open Molecules 2025 dataset; level of theory: the ωB97M-V functional and the def2-TZVPD basis.

Results
**HOMO**: -8.37 eV
**Kohn-Sham gap**: 0.3382 Ha

XYZ file:
```
24
Properties=species:S:1:pos:R:3:lowdin_charge:R:1
C -2.10145 1.58778 -0.78011 -0.053
C -1.58736 0.25291 -0.26755 -0.294
C -1.17353 -0.70870 -1.17211 -0.062
C -0.71280 -1.97438 -0.80015 -0.018
C -0.89198 -2.29472 0.53863 -0.331
O -0.60848 -3.47504 1.19185 0.017
C -1.29651 -1.34941 1.49564 -0.028
C -1.57176 -0.05279 1.10352 -0.045
H -3.08809 1.47371 -1.16619 0.067
H -1.45553 1.70317 -1.62519 0.053
H -1.97485 2.50410 -0.16563 0.091
H -1.23232 -0.36312 -2.23499 0.127
H -0.31610 -2.78237 -1.40373 0.111
H -0.51193 -4.14886 0.46884 0.122
H -1.41862 -1.67280 2.54065 0.125
H -1.45633 0.64734 1.91901 0.111
C 2.45943 2.07816 0.24376 -0.155
C 2.92980 0.62658 -0.13081 -0.165
H 1.38604 2.16133 0.01723 0.054
H 2.45828 2.15638 1.32752 0.052
H 3.09120 2.75606 -0.32519 0.057
H 2.24953 -0.01182 0.42914 0.050
H 3.91646 0.19538 0.02877 0.051
H 2.90691 0.69112 -1.23291 0.062
```

Model 4:
2 unconnected molecules or ions with the total composition C9H14O. Source: the Open Molecules 2025 dataset; level of theory: the ωB97M-V functional and the def2-TZVPD basis.

Results
**HOMO**: -8.41 eV
**Kohn-Sham gap**: 0.3422 Ha

XYZ file:
```
24
Properties=species:S:1:pos:R:3:lowdin_charge:R:1
C -2.48622 0.50369 -0.75866 -0.068
C -1.60630 -0.35164 0.08459 -0.284
C -0.82292 -1.36404 -0.51243 -0.035
C 0.07595 -2.08610 0.27109 -0.017
C 0.30329 -1.75928 1.59722 -0.322
O 1.19232 -2.53740 2.29817 0.055
C -0.46807 -0.79135 2.19919 -0.034
C -1.39010 -0.09245 1.44253 -0.051
H -3.46502 0.47241 -0.30464 0.075
H -2.49660 0.24713 -1.81577 0.073
H -2.19050 1.55443 -0.87086 0.079
H -1.01390 -1.63048 -1.53491 0.105
H 0.50567 -2.95604 -0.18135 0.111
H 1.09075 -2.32957 3.21310 0.084
H -0.48361 -0.55714 3.25405 0.113
H -2.00356 0.67008 1.92054 0.116
C 1.89747 2.12011 -0.71521 -0.175
C 1.91373 1.13423 -1.85153 -0.179
H 2.16748 1.69218 0.24170 0.058
H 2.59652 2.95976 -0.85057 0.065
H 0.91381 2.57490 -0.71743 0.054
H 0.92593 0.87657 -2.24653 0.055
H 2.32281 0.18208 -1.47330 0.065
H 2.52108 1.46792 -2.68898 0.058
```

Stability order, top to bottom: model 2, model 4, model 1, model 3

Model 1:
2 unconnected molecules or ions with the total composition C9H14O. Source: the Open Molecules 2025 dataset; level of theory: the ωB97M-V functional and the def2-TZVPD basis.

Results
**HOMO**: -8.34 eV
**Kohn-Sham gap**: 0.3382 Ha

XYZ file:
```
24
Properties=species:S:1:pos:R:3:lowdin_charge:R:1
C 1.11688 -1.91419 -1.85652 -0.069
C 0.80301 -0.62038 -1.18529 -0.296
C 1.68375 0.07215 -0.29575 -0.030
C 1.31536 1.26999 0.25876 -0.060
C 0.10742 1.82191 0.07905 -0.324
O 0.08854 3.13429 0.54872 0.047
C -0.95596 1.14923 -0.56064 0.003
C -0.41443 0.09205 -1.36446 -0.050
H 1.80613 -2.59002 -1.45549 0.041
H 1.51494 -1.64628 -3.00978 0.141
H 0.12629 -2.40512 -2.10241 0.081
H 2.65813 -0.27187 -0.07370 0.099
H 2.00609 1.93729 0.67127 0.111
H -0.64038 3.59701 0.18849 0.077
H -1.98609 1.41231 -0.51278 0.099
H -1.15413 -0.52088 -2.00342 0.126
C -2.26949 -1.78447 1.74171 -0.135
C -0.76167 -2.23046 1.98997 -0.147
H -3.04684 -2.11830 2.36108 0.033
H -2.11148 -0.67013 1.58015 0.061
H -2.53127 -1.85771 0.68239 0.045
H -0.01679 -1.45735 1.74233 0.050
H -0.53026 -3.18782 1.61462 0.026
H -0.55197 -2.43039 3.08648 0.072
```

Model 2:
2 unconnected molecules or ions with the total composition C9H14O. Source: the Open Molecules 2025 dataset; level of theory: the ωB97M-V functional and the def2-TZVPD basis.

Results
**HOMO**: -9.07 eV
**Kohn-Sham gap**: 0.3669 Ha

XYZ file:
```
24
Properties=species:S:1:pos:R:3:lowdin_charge:R:1
C 1.08743 -0.81823 -2.40254 -0.051
C 0.64845 0.62091 -2.14883 -0.271
C -0.65087 1.07487 -2.29932 -0.061
C -1.05578 2.24295 -1.65217 -0.090
C -0.13970 3.08090 -1.02838 -0.092
C 1.20534 2.74125 -1.14500 -0.094
C 1.62151 1.51728 -1.67487 -0.051
H 2.05276 -0.98599 -1.88448 0.073
H 1.43706 -1.04415 -3.38475 0.062
H 0.43289 -1.56406 -1.90882 0.083
H -1.44336 0.38419 -2.50960 0.103
H -2.11248 2.47391 -1.69780 0.099
H -0.38217 4.04903 -0.64797 0.092
H 1.86299 3.48859 -0.77092 0.089
H 2.64320 1.29329 -1.37396 0.109
C -0.17646 -2.12004 2.14242 -0.098
C -1.09436 -2.45533 3.27478 -0.318
O -1.38536 -1.21654 3.95424 -0.109
H -0.43602 -1.06823 1.95514 0.071
H -0.20198 -2.50672 1.13838 0.057
H 0.88976 -2.07083 2.58703 0.108
H -2.08534 -2.90717 3.10166 0.118
H -0.47420 -2.99497 3.99533 0.100
H -2.24329 -1.21491 4.38043 0.072
```

Stability order, top to bottom: model 2, model 1

Model 1:
C2H3N3OS in the gas phase. Source: the Open Molecules 2025 dataset; level of theory: the ωB97M-V functional and the def2-TZVPD basis.

Results
**HOMO (alpha / beta)**: -7.92 / -8.12 eV
**Kohn-Sham gap (alpha / beta)**: 0.2727 / 0.2863 Ha

XYZ file:
```
10
Properties=species:S:1:pos:R:3:lowdin_charge:R:1
C -0.12536 1.32512 -0.77434 0.086
C -0.72807 0.97831 1.43768 -0.752
N -0.52072 1.71177 0.31895 0.034
N -0.29231 -1.03881 -0.44418 -0.500
N 0.80845 -1.75783 -0.73165 -0.078
O -1.01634 1.35404 2.52875 0.052
S -0.68184 -0.85625 1.12664 0.930
H -0.07305 1.84075 -1.70154 0.060
H 1.55979 -1.83680 -0.05638 0.079
H 1.06944 -1.72032 -1.70393 0.089
```

Model 2:
C2H3N3OS in the gas phase. Source: the Open Molecules 2025 dataset; level of theory: the ωB97M-V functional and the def2-TZVPD basis.

Results
**HOMO**: -8.83 eV
**Kohn-Sham gap**: 0.3160 Ha

XYZ file:
```
10
Properties=species:S:1:pos:R:3:lowdin_charge:R:1
N -1.47339 -0.77218 -1.26388 0.150
C -0.29722 -0.69558 -0.61983 -0.416
N 0.67272 -1.56500 -0.64238 0.097
N 1.70791 -1.07214 0.10226 -0.003
O 1.23482 0.09171 0.80815 -0.037
C 0.04290 0.40053 0.30919 -0.803
S -0.82079 1.74344 0.65934 0.702
H -1.51452 -1.35765 -2.06067 0.098
H -2.00110 0.07799 -1.31754 0.075
H 1.94492 -1.71350 0.85555 0.137
```

Stability order, top to bottom: model 2, model 1

Model 1:
A molecular structure, C3H8OS. Source: the Open Molecules 2025 dataset; level of theory: the ωB97M-V functional and the def2-TZVPD basis.

Results
**HOMO**: -8.91 eV
**Kohn-Sham gap**: 0.3359 Ha

XYZ file:
```
13
Properties=species:S:1:pos:R:3:lowdin_charge:R:1
C 1.73040 -0.89539 0.10525 -0.117
C 0.14656 0.64505 -0.05366 -0.402
C -1.51561 0.77627 -0.13827 -0.495
H 2.61678 -1.06928 -0.88083 0.142
H 2.57404 -0.03188 1.14814 0.201
H 1.03046 -1.84699 0.83645 0.178
H 0.33960 0.25554 0.89111 0.018
H 0.49869 1.77619 -0.14860 0.155
H -1.85848 1.46810 -1.00094 0.070
H -1.92318 1.06319 1.00424 0.087
H -1.64438 -1.17234 -0.74518 -0.204
O 0.69620 -0.25995 -0.88908 -0.256
S -2.69110 -0.70851 -0.12864 0.622
```

Model 2:
2 unconnected molecules or ions with the total composition C3H8OS. Source: the Open Molecules 2025 dataset; level of theory: the ωB97M-V functional and the def2-TZVPD basis.

Results
**HOMO**: -8.96 eV
**Kohn-Sham gap**: 0.3628 Ha

XYZ file:
```
13
Properties=species:S:1:pos:R:3:lowdin_charge:R:1
C -2.14682 0.30826 -0.26452 -0.046
C -1.14671 -0.33924 0.62748 -0.360
O -0.69633 -1.45064 0.53718 0.017
H -1.71039 1.05993 -0.91394 0.079
H -2.65691 -0.46152 -0.84831 0.084
H -2.93167 0.70993 0.37997 0.081
H -0.78587 0.21033 1.51372 0.104
C 1.93544 0.28249 -0.60743 -0.456
S 2.35780 0.05001 1.18320 0.595
H 2.85872 0.40106 -1.16439 0.015
H 1.29233 1.15060 -0.69672 0.015
H 1.43843 -0.62127 -0.93763 0.016
H 2.19199 -1.29994 1.19139 -0.143
```

Model 3:
C3H8OS in the gas phase. Source: the Open Molecules 2025 dataset; level of theory: the ωB97M-V functional and the def2-TZVPD basis.

Results
**HOMO**: -8.76 eV
**Kohn-Sham gap**: 0.3455 Ha

XYZ file:
```
13
Properties=species:S:1:pos:R:3:lowdin_charge:R:1
C 2.25760 -1.02709 -0.13164 -0.367
S 0.98812 -0.06106 -0.20106 0.789
O 1.23292 1.51917 -0.25905 -0.477
C -0.82387 -0.24111 0.54247 -0.321
C -1.57975 0.81573 -0.24407 -0.191
H 2.09988 -2.02216 0.31450 0.017
H 2.91272 -0.38624 0.60392 0.054
H 0.41180 -0.40891 -1.44061 0.066
H -1.15994 -1.31428 0.23747 0.106
H -0.93174 -0.15725 1.71408 0.120
H -1.99788 0.50401 -1.15209 0.044
H -2.47220 1.13616 0.47260 0.124
H -0.93766 1.64305 -0.45650 0.036
```

Stability order, top to bottom: model 2, model 3, model 1

Model 1:
2 unconnected molecules or ions with the total composition C3H8OS. Source: the Open Molecules 2025 dataset; level of theory: the ωB97M-V functional and the def2-TZVPD basis.

Results
**HOMO**: -8.34 eV
**Kohn-Sham gap**: 0.3319 Ha

XYZ file:
```
13
Properties=species:S:1:pos:R:3:lowdin_charge:R:1
C 3.04893 -1.98312 2.86158 -0.155
O 2.34640 -2.71875 2.21655 -0.016
H 2.75131 -1.59860 3.84861 0.073
H 4.08304 -1.63154 2.47366 0.098
C 0.12128 1.32837 -0.74571 -0.445
S -1.57770 1.64195 -1.40780 0.689
C -2.24985 -0.06689 -1.45446 -0.417
H 0.19800 0.42544 -0.18695 -0.002
H 1.08127 1.64996 -1.29739 0.059
H 0.03441 1.94450 0.25530 0.044
H -1.54363 -0.89229 -1.62780 0.046
H -2.99770 -0.07608 -2.21456 0.004
H -2.65676 -0.01280 -0.42694 0.021
```

Model 2:
2 unconnected molecules or ions with the total composition C3H8OS. Source: the Open Molecules 2025 dataset; level of theory: the ωB97M-V functional and the def2-TZVPD basis.

Results
**HOMO**: -8.54 eV
**Kohn-Sham gap**: 0.3434 Ha

XYZ file:
```
13
Properties=species:S:1:pos:R:3:lowdin_charge:R:1
C 2.11572 1.18277 0.42406 -0.163
O 2.49423 0.59931 -0.54542 0.003
H 2.34491 0.83304 1.44471 0.085
H 1.52706 2.12111 0.40802 0.077
C -1.49117 0.87733 0.52804 -0.428
S -1.12630 -0.90796 0.42304 0.712
C -0.53543 -0.97283 -1.30221 -0.411
H -2.39480 1.09630 -0.02970 0.030
H -0.65058 1.42088 0.11917 -0.002
H -1.64328 1.13800 1.57510 0.031
H 0.52265 -1.20712 -1.36073 0.019
H -1.08303 -1.75112 -1.81791 0.020
H -0.75693 -0.01812 -1.74672 0.027
```

Stability order, top to bottom: model 2, model 1